(1)
Molecular formula: C5H8N2
Method: DFT, the ωB97M-V functional and the def2-TZVPD basis

Each line ends with the Mulliken charge.
Geometry (Å):
C1 1.7065 0.8571 -0.3176  -1.09
N1 0.2332 0.5941 -0.2551  0.15
C2 -0.1954 1.0702 1.0303  -0.57
C3 -1.2512 0.1592 1.4218  -0.36
C4 -1.4081 -0.7917 0.4512  -0.61
C5 -0.4209 -0.5142 -0.5565  0.45
N2 -0.0731 -1.2710 -1.6251  -0.44
H1 2.2213 -0.1142 -0.3047  0.22
H2 1.9689 1.4141 -1.2239  0.22
H3 1.0878 1.1449 1.2056  0.48
H4 -0.4471 2.1358 1.0407  0.26
H5 -1.8501 0.2499 2.3217  0.42
H6 -2.0835 -1.6393 0.4475  0.37
H7 0.8318 -1.0467 -2.0241  0.29
H8 -0.3202 -2.2482 -1.6119  0.22

Atoms 1-2, force components in eV/Å:
C 0.14 -0.07 -0.40
N -0.14 -0.16 0.07

Properties
- energy above the lowest of the compared OMol25 structures with the same formula, charge and spin (kJ/mol) = 395.7
- calculated total energy (eV) = -8290.89509
- E_LUMO (eV) = 0.63
- HOMO level (eV) = -6.8
- gap between HOMO and LUMO (eV) = 7.42

---

(2)
Molecular formula: C5H8N2
Method: DFT, the ωB97M-V functional and the def2-TZVPD basis

Each line ends with the Mulliken charge.
Geometry (Å):
C1 0.4551 -1.3198 1.2623  -0.67
C2 1.4190 -0.7969 0.2124  -0.64
C3 -0.7942 0.4036 -0.4635  -0.52
C4 -0.6887 2.0299 -0.5697  -0.49
C5 0.2046 -0.0466 0.5196  0.40
N1 -0.1179 2.5141 0.6373  -0.13
N2 0.1994 1.8065 1.5126  -0.21
H1 0.1132 -2.2901 1.1113  0.32
H2 0.7137 -1.1133 2.2977  0.23
H3 2.4743 -0.5749 0.5248  0.27
H4 1.2496 -1.3729 -0.7399  0.22
H5 -1.8547 0.1676 -0.0858  0.22
H6 -0.6868 -0.0616 -1.5357  0.32
H7 -0.2016 2.3953 -1.3766  0.40
H8 -1.6846 2.2692 -0.3805  0.30

Atoms 1-2, force components in eV/Å:
C 0.88 2.03 0.68
C 1.30 -0.78 -0.30

Properties
- energy above the lowest of the compared OMol25 structures with the same formula, charge and spin (kJ/mol) = 458.7
- calculated total energy (eV) = -8290.24216
- E_LUMO (eV) = 0.96
- HOMO level (eV) = -8.0
- gap between HOMO and LUMO (eV) = 8.91

---

(3)
Molecular formula: C5H8N2
Method: DFT, the ωB97M-V functional and the def2-TZVPD basis

Each line ends with the Mulliken charge.
Geometry (Å):
N1 1.1765 0.3738 2.5535  -0.52
C1 0.5726 0.1957 1.5769  0.12
C2 0.9355 -0.3977 0.2234  0.03
N2 1.7900 0.4320 -0.5353  -0.43
C3 -0.5246 -0.7744 -0.5463  -0.25
C4 -1.3120 0.4679 -0.9361  -0.74
C5 -1.6666 -0.3411 0.2910  -0.20
H1 1.5166 -1.2934 0.5075  0.37
H2 2.7790 0.2614 -0.6180  0.19
H3 1.5006 1.3809 -0.6883  0.17
H4 -0.3881 -1.6706 -1.1607  0.35
H5 -0.8154 1.4073 -0.6932  0.16
H6 -1.9177 0.5646 -1.8481  0.28
H7 -2.6202 -0.8082 0.5706  0.36
H8 -1.0262 0.2017 1.3031  0.10

Atoms 1-2, force components in eV/Å:
N -1.20 0.45 0.29
C 2.79 -0.28 0.49

Properties
- energy above the lowest of the compared OMol25 structures with the same formula, charge and spin (kJ/mol) = 358.4
- calculated total energy (eV) = -8291.28177
- E_LUMO (eV) = 0.60
- HOMO level (eV) = -9.5
- SMILES = N#C[C@H](N)C1CC1
- gap between HOMO and LUMO (eV) = 10.13

---

(4)
Molecular formula: C5H8N2
Method: DFT, the ωB97M-V functional and the def2-TZVPD basis

Each line ends with the Mulliken charge.
Geometry (Å):
C1 -1.4461 0.4497 0.9379  -0.19
C2 -0.6469 -1.5695 -0.4212  -0.54
C3 -1.6037 -0.8173 0.4277  -0.27
C4 0.5299 -0.5593 -0.5501  0.11
C5 1.7016 1.4355 -0.1682  -0.67
N1 -0.3225 1.1741 0.7941  -1.12
N2 0.5598 0.5786 0.0207  0.77
H1 -2.2051 0.7837 1.6966  0.31
H2 -0.3264 -2.5433 -0.0645  0.29
H3 -0.9486 -1.7592 -1.4685  0.22
H4 -2.5684 -1.4944 0.6340  0.17
H5 1.4241 -0.7308 -1.1722  0.17
H6 1.3356 2.3964 -0.5584  0.30
H7 2.0997 1.7644 0.8338  0.28
H8 2.4170 0.8914 -0.9416  0.17

Atoms 1-2, force components in eV/Å:
C -1.17 -2.73 0.79
C 1.93 2.03 -1.36

Properties
- energy above the lowest of the compared OMol25 structures with the same formula, charge and spin (kJ/mol) = 323.6
- calculated total energy (eV) = -8291.64203
- E_LUMO (eV) = 0.91
- HOMO level (eV) = -7.0
- gap between HOMO and LUMO (eV) = 7.94

---

(5)
Molecular formula: C5H8N2
Method: DFT, the ωB97M-V functional and the def2-TZVPD basis

Each line ends with the Mulliken charge.
Geometry (Å):
C1 -2.2961 -0.1985 0.2401  -1.15
C2 -0.8635 0.1128 -0.0173  0.84
C3 -0.3068 1.2829 -0.4336  -1.01
N1 1.0841 1.1263 -0.5656  -0.07
C4 1.3581 -0.1222 -0.1303  0.30
N2 2.4515 -0.6674 0.4924  -0.48
C5 0.1912 -0.8287 0.0760  -0.74
H1 -2.6162 -1.0124 -0.4159  0.27
H2 -2.4725 -0.5323 1.2718  0.28
H3 -2.9246 0.6719 0.0506  0.32
H4 -0.7808 2.2027 -0.7144  0.40
H5 1.7337 1.8966 -0.5626  0.24
H6 1.8687 -1.4302 0.8993  0.27
H7 3.3790 -0.6735 0.0817  0.22
H8 0.1534 -1.8508 -0.2784  0.31

Atoms 1-2, force components in eV/Å:
C -0.24 0.03 -0.16
C -0.24 0.18 -0.58

Properties
- energy above the lowest of the compared OMol25 structures with the same formula, charge and spin (kJ/mol) = 161.2
- calculated total energy (eV) = -8293.32592
- E_LUMO (eV) = 1.00
- HOMO level (eV) = -7.1
- SMILES = Cc1c[nH]c(N)c1
- gap between HOMO and LUMO (eV) = 8.14

---

(6)
Molecular formula: C5H8N2
Method: DFT, the ωB97M-V functional and the def2-TZVPD basis

Each line ends with the Mulliken charge.
Geometry (Å):
C1 -1.8932 -0.9212 0.3113  -1.35
C2 -0.7354 -0.1557 -0.2714  0.25
C3 -0.5108 1.2941 0.0662  -0.51
N1 0.2956 0.2486 0.6482  -0.05
C4 1.5987 0.0203 0.5565  -0.35
C5 2.1020 -1.1264 -0.1320  -0.31
N2 2.5215 -0.5242 -1.2425  -0.33
H1 -2.1689 -0.5074 1.2862  0.34
H2 -1.6062 -1.9675 0.4519  0.30
H3 -2.7633 -0.8784 -0.3517  0.35
H4 -0.3601 -0.4923 -1.2359  0.50
H5 -0.0071 1.9196 -0.6677  0.30
H6 -1.2003 1.8015 0.7343  0.25
H7 2.2394 0.7652 1.0381  0.46
H8 2.4881 0.5238 -1.1915  0.15

Atoms 1-2, force components in eV/Å:
C 0.00 0.01 0.04
C -0.11 -0.16 -0.12

Properties
- energy above the lowest of the compared OMol25 structures with the same formula, charge and spin (kJ/mol) = 525.4
- calculated total energy (eV) = -8289.55131
- E_LUMO (eV) = 0.02
- HOMO level (eV) = -7.5
- SMILES = C[C@H]1CN1C=C=N
- gap between HOMO and LUMO (eV) = 7.54

---

(7)
Molecular formula: C5H8N2
Method: DFT, the ωB97M-V functional and the def2-TZVPD basis

Each line ends with the Mulliken charge.
Geometry (Å):
C1 2.2870 -0.2028 -0.9182  -1.16
C2 0.9474 0.3905 -1.3837  -0.43
C3 -0.1374 0.0709 -0.4088  0.29
C4 -0.4574 -1.1176 0.1729  -0.40
N1 -1.1900 -0.9026 1.3260  -0.56
C5 -1.4330 0.3777 1.3479  -0.20
N2 -0.8138 1.0229 0.3118  -0.16
H1 2.3440 -1.2467 -1.2141  0.29
H2 2.3759 -0.0863 0.1616  0.35
H3 3.1675 0.2926 -1.3255  0.35
H4 1.0496 1.4653 -1.5447  0.32
H5 0.7174 -0.0268 -2.3662  0.27
H6 -0.0902 -2.1096 -0.0309  0.40
H7 -2.0718 0.7850 2.1137  0.40
H8 -0.5416 1.9906 0.3635  0.25

Atoms 1-2, force components in eV/Å:
C 0.09 0.30 0.12
C 0.23 -0.05 -0.51

Properties
- energy above the lowest of the compared OMol25 structures with the same formula, charge and spin (kJ/mol) = 25.4
- calculated total energy (eV) = -8294.73291
- E_LUMO (eV) = 0.92
- HOMO level (eV) = -8.5
- SMILES = CCc1cnc[nH]1
- gap between HOMO and LUMO (eV) = 9.44

---

(8)
Molecular formula: C5H8N2
Method: DFT, the ωB97M-V functional and the def2-TZVPD basis

Each line ends with the Mulliken charge.
Geometry (Å):
C1 0.0770 1.5449 -0.6249  -0.73
N1 -0.9383 0.5726 -1.0004  -0.57
C2 -0.6056 -0.5690 -1.5512  0.05
C3 0.2724 -1.4939 -0.9437  -0.64
C4 0.3313 -1.3613 0.4273  0.08
C5 -0.4921 -0.4186 1.0655  -0.41
N2 -0.0888 0.3071 2.0895  -0.32
H1 1.0793 1.1307 -0.4314  0.31
H2 0.1665 2.2585 -1.4552  0.33
H3 -0.2521 2.1142 0.2483  0.23
H4 -1.2239 -0.9268 -2.3831  0.40
H5 0.6780 -2.3553 -1.4664  0.39
H6 0.8718 -2.0826 1.0412  0.42
H7 -0.7579 0.8435 2.6255  0.25
H8 0.8824 0.4359 2.3590  0.22

Atoms 1-2, force components in eV/Å:
C 0.16 0.16 0.11
N 0.10 -0.24 -0.19

Properties
- energy above the lowest of the compared OMol25 structures with the same formula, charge and spin (kJ/mol) = 367.0
- calculated total energy (eV) = -8291.19265
- E_LUMO (spin up / spin down) (eV) = 0.57 / 0.57
- HOMO level (spin up / spin down) (eV) = -8.1 / -8.1
- gap between HOMO and LUMO (spin up / spin down) (eV) = 8.65 / 8.65

---

(9)
Molecular formula: C5H8N2
Method: DFT, the ωB97M-V functional and the def2-TZVPD basis

Each line ends with the Mulliken charge.
Geometry (Å):
C1 -2.0236 0.1353 0.0313  -1.19
C2 -1.0313 -0.3980 -0.9793  0.46
C3 0.2744 0.2421 -1.3246  -0.10
C4 0.8979 1.0869 -0.3332  0.13
N1 1.6059 1.3476 0.6007  -0.51
N2 0.1865 -1.0282 -0.6350  -0.74
C5 1.9675 -0.2165 1.3973  -0.55
H1 -1.5410 0.7501 0.7984  0.33
H2 -2.7893 0.7366 -0.4706  0.30
H3 -2.5245 -0.7010 0.5323  0.26
H4 -1.5083 -0.8197 -1.8731  0.34
H5 0.6568 0.3312 -2.3370  0.35
H6 1.4730 -0.8066 0.6337  0.40
H7 2.9499 -0.6645 1.6666  0.27
H8 1.4062 0.0048 2.2926  0.24

Atoms 1-2, force components in eV/Å:
C 0.01 0.04 0.04
C -0.23 0.00 -0.11

Properties
- energy above the lowest of the compared OMol25 structures with the same formula, charge and spin (kJ/mol) = 571.1
- calculated total energy (eV) = -8289.07737
- E_LUMO (spin up / spin down) (eV) = -0.58 / -0.58
- HOMO level (spin up / spin down) (eV) = -7.9 / -7.9
- gap between HOMO and LUMO (spin up / spin down) (eV) = 7.28 / 7.28

---

(10)
Molecular formula: C5H8N2
Method: DFT, the ωB97M-V functional and the def2-TZVPD basis

Each line ends with the Mulliken charge.
Geometry (Å):
C1 1.4549 0.6919 0.2605  -1.58
C2 0.0371 0.1547 0.0797  1.33
C3 -0.9233 1.2179 -0.4362  -1.53
N1 0.0015 -1.0496 -0.7851  -0.40
C4 -0.4056 -0.6957 1.2570  -0.48
C5 -0.4052 -2.0814 0.0981  0.31
N2 -0.8946 -3.1338 0.3304  -0.46
H1 1.4666 1.5285 0.9677  0.38
H2 1.8355 1.0603 -0.7004  0.39
H3 2.1181 -0.0864 0.6512  0.42
H4 -0.5509 1.7007 -1.3470  0.34
H5 -1.9014 0.7790 -0.6575  0.38
H6 -1.0506 1.9925 0.3285  0.35
H7 0.9128 -1.2854 -1.1780  0.29
H8 -1.4716 -0.5100 1.4939  0.25

Atoms 1-2, force components in eV/Å:
C 0.02 0.04 -0.07
C 0.34 -0.22 0.13

Properties
- energy above the lowest of the compared OMol25 structures with the same formula, charge and spin (kJ/mol) = 509.8
- calculated total energy (eV) = -8289.71299
- E_LUMO (spin up / spin down) (eV) = -1.14 / -1.17
- HOMO level (spin up / spin down) (eV) = -8.8 / -9.1
- gap between HOMO and LUMO (spin up / spin down) (eV) = 7.70 / 7.92

---

Among the records above, which one has the highest calculated total energy?
number 9

---

What is the calculated total energy in the fourth record?
-8291.64203 eV